# 1
ORCA calculation (ωB97M-V/def2-TZVPD) on C24H31AsCoN3P as an isolated structure in a non-equilibrium geometry.

Multiplicity: 5
Orbital gap (alpha / beta), Ha: 0.3211 / 0.1565
Total energy, eV: -137588.928
E_LUMO (alpha / beta), eV: -8.6 / -13.3
Total charge: +3

Last column: Mulliken charge in e.
Positions of all 61 atoms, in Å:
Co  -0.748  0.885  -0.126  -0.146
N  0.669  1.900  -1.448  -0.406
C  1.986  1.777  -0.889  0.883
C  2.925  2.797  -0.970  -0.809
C  4.195  2.612  -0.440  -0.718
C  4.534  1.413  0.176  -0.806
C  3.598  0.393  0.280  -0.688
C  2.328  0.564  -0.258  0.107
P  1.003  -0.664  -0.059  1.911
C  0.816  -1.507  -1.656  0.185
C  1.650  -1.230  -2.741  -0.232
C  1.480  -1.940  -3.917  -0.897
C  0.475  -2.894  -4.023  -0.456
C  -0.354  -3.171  -2.941  -0.954
C  -0.201  -2.462  -1.764  -0.092
C  1.636  -1.892  1.104  0.068
C  1.667  -1.604  2.474  -0.045
C  2.235  -2.511  3.353  -0.661
C  2.753  -3.710  2.875  -0.452
C  2.723  -3.992  1.514  -0.668
C  2.144  -3.101  0.626  -0.233
H  0.489  2.871  -1.712  0.404
H  0.613  1.344  -2.311  0.220
H  2.674  3.727  -1.460  0.436
H  4.921  3.411  -0.500  0.444
H  5.515  1.281  0.607  0.462
H  3.849  -0.538  0.770  0.446
H  2.453  -0.511  -2.650  0.514
H  2.144  -1.761  -4.749  0.494
H  0.331  -3.422  -4.953  0.476
H  -1.109  -3.938  -3.018  0.495
H  -0.834  -2.662  -0.905  0.473
H  1.246  -0.678  2.840  0.521
H  2.263  -2.296  4.410  0.469
H  3.172  -4.429  3.563  0.470
H  3.163  -4.904  1.136  0.481
H  2.125  -3.320  -0.432  0.446
C  -2.585  2.041  4.656  -0.908
N  -2.076  2.796  3.531  -0.023
C  -2.046  4.236  3.681  -0.917
C  -1.659  2.235  2.467  0.949
N  -1.285  1.730  1.478  -0.765
H  -3.600  2.371  4.888  0.337
H  -1.967  2.227  5.537  0.345
H  -2.600  0.974  4.449  0.340
H  -3.042  4.593  3.948  0.332
H  -1.730  4.722  2.762  0.341
H  -1.362  4.516  4.484  0.347
C  -2.768  -0.458  -3.224  -1.004
As  -2.774  0.279  -1.414  0.241
C  -3.875  1.872  -1.655  -1.041
C  -3.951  -0.991  -0.506  -1.111
H  -3.816  -0.547  -3.530  0.465
H  -2.312  -1.447  -3.253  0.197
H  -2.260  0.197  -3.932  0.393
H  -4.860  1.582  -2.031  0.420
H  -3.409  2.535  -2.386  0.392
H  -4.003  2.411  -0.717  0.357
H  -4.917  -0.994  -1.017  0.422
H  -4.106  -0.723  0.537  0.383
H  -3.529  -1.995  -0.558  0.365


# 2
ORCA calculation (ωB97M-V/def2-TZVPD) on C14H39BrCaN3O4 as an isolated structure in a non-equilibrium geometry.

Orbital gap, Ha: 0.3077
Total energy, eV: -116290.846
E_LUMO, eV: -2.7
Total charge: +1
Relative energy (zero: lowest compared OMol25 entry of this formula, charge and spin), kJ/mol: 0.00

Last column: Mulliken charge in e.
Positions of all 62 atoms, in Å:
Ca  -0.206  0.247  -0.375  1.149
Br  -0.255  2.123  -2.341  -0.644
C  -3.018  3.004  2.299  -1.274
C  -1.803  2.921  1.418  -0.359
O  -1.154  1.632  1.467  -0.191
H  -3.665  2.133  2.226  0.280
H  -3.552  3.929  2.078  0.397
H  -2.752  3.109  3.359  0.384
H  -1.053  3.689  1.627  0.384
H  -2.047  3.086  0.367  0.289
H  -1.143  1.366  2.392  0.169
C  -2.622  -2.926  2.262  -1.671
C  -2.138  -2.096  1.093  0.348
C  -3.130  -0.999  0.811  -0.932
O  -2.636  -0.200  -0.231  0.409
C  -3.518  0.801  -0.691  -1.084
N  -0.826  -1.456  1.375  -0.415
H  -3.598  -3.376  2.073  0.415
H  -2.746  -2.340  3.181  0.383
H  -1.907  -3.713  2.505  0.411
H  -2.005  -2.762  0.240  0.123
H  -3.251  -0.387  1.716  0.264
H  -4.086  -1.458  0.535  0.478
H  -4.069  1.264  0.130  0.307
H  -4.259  0.358  -1.372  0.296
H  -2.944  1.525  -1.265  0.286
H  -0.042  -2.101  1.405  0.314
H  -0.870  -1.061  2.311  0.230
C  2.409  -2.568  -2.964  -1.362
C  1.279  -1.648  -2.492  0.699
C  -0.052  -2.354  -2.401  -1.217
O  -1.131  -1.463  -2.223  0.296
C  -1.889  -1.246  -3.415  -0.933
N  1.638  -0.992  -1.202  -0.260
H  2.313  -3.605  -2.644  0.324
H  3.381  -2.146  -2.715  0.309
H  2.407  -2.568  -4.060  0.421
H  1.209  -0.875  -3.261  0.200
H  -0.028  -3.007  -1.510  0.225
H  -0.157  -3.039  -3.245  0.489
H  -1.431  -0.448  -4.010  0.315
H  -2.879  -0.922  -3.111  0.157
H  -1.925  -2.138  -4.041  0.376
H  2.554  -0.578  -1.355  0.001
H  1.761  -1.699  -0.478  0.229
C  2.155  3.021  1.914  -1.595
C  2.324  1.898  0.906  1.199
C  3.775  1.589  0.668  -1.314
O  3.917  0.639  -0.351  -0.267
C  5.276  0.205  -0.478  -0.903
N  1.534  0.660  1.268  -0.542
H  2.835  2.956  2.769  0.382
H  1.137  3.112  2.297  0.268
H  2.346  3.989  1.441  0.448
H  1.850  2.248  -0.022  -0.008
H  4.163  1.156  1.610  0.429
H  4.325  2.504  0.434  0.476
H  5.355  -0.308  -1.433  0.243
H  5.553  -0.472  0.332  0.348
H  5.948  1.066  -0.488  0.355
H  1.139  0.807  2.195  0.224
H  2.203  -0.085  1.473  0.247


# 3
ORCA calculation (ωB97M-V/def2-TZVPD) on C2H10N4 as an isolated structure in a non-equilibrium geometry.

Orbital gap, Ha: 0.3716
Total energy, eV: -8175.417
E_LUMO, eV: -8.9
Total charge: +2
Relative energy (zero: lowest compared OMol25 entry of this formula, charge and spin), kJ/mol: 324.23

Last column: Mulliken charge in e.
Positions of all 16 atoms, in Å:
C  -1.240  0.291  0.104  0.590
C  1.045  -0.628  1.079  -0.870
N  -1.753  -0.705  -0.552  -0.306
N  -1.718  1.400  0.498  -0.328
N  0.618  0.326  0.133  -0.206
N  1.164  0.310  -1.168  -0.423
H  0.589  -0.480  2.084  0.309
H  2.181  -0.489  1.321  0.343
H  0.611  -1.590  0.669  0.385
H  -2.693  -0.560  -0.826  0.255
H  -1.406  -1.693  -0.517  0.296
H  -2.752  1.491  0.553  0.299
H  -1.233  2.310  0.947  0.378
H  1.298  -0.683  -1.615  0.419
H  2.265  0.612  -1.212  0.455
H  0.708  0.986  -1.887  0.404